Entry 1:
Below is a cluster of 40 separate species, H80O40 in total, with properties calculated with ωB97M-V/def2-TZVPD.

HOMO	-0.3971	Eh
gap between HOMO and LUMO	10.064	eV
molar mass	720.60	g mol⁻¹
calculated total energy	-3057.51316	Eh
E_LUMO	-0.74	eV

Geometry as XYZ:
```
120
Properties=species:S:1:pos:R:3:mulliken_charge:R:1
H 0.44 -5.44 2.15 0.27
H 4.05 -0.26 0.82 0.31
H -1.25 -4.56 3.81 0.25
H 3.85 -4.43 -2.00 0.31
O 2.51 2.49 1.09 -0.39
H 2.47 4.02 0.09 0.22
H -0.05 -6.79 1.97 0.30
H -4.96 0.79 0.01 0.22
H 2.17 -2.11 4.77 0.36
H 1.33 -1.16 -2.54 -0.15
H -0.42 1.99 -5.38 0.31
H -4.47 4.38 -0.17 0.32
O -4.31 1.43 -0.24 -0.53
H 3.14 3.79 3.49 0.33
H 4.84 -0.19 4.35 0.29
O -3.79 -1.04 5.51 -0.68
O -5.42 4.38 -0.20 -0.63
O 1.76 -1.28 5.06 -0.60
H -2.89 2.24 0.74 0.06
O 3.90 3.31 3.19 -0.71
O -0.72 -2.34 -2.89 -0.70
O 0.46 -2.66 1.53 0.85
O 2.11 -3.86 3.37 -0.59
O -0.26 4.09 -3.67 -0.69
O -1.01 2.33 -1.64 0.40
H -2.86 3.46 -2.59 0.15
O -1.03 -3.62 3.91 -0.52
O 1.85 -4.17 -3.69 -0.62
H -5.75 3.52 0.06 0.30
H 2.00 -3.15 -0.82 0.14
O 1.04 -0.27 -2.77 0.17
O -0.27 -6.00 2.48 -0.66
H -2.05 -1.51 0.19 0.08
O -1.16 2.25 -5.93 -0.66
H 1.62 -6.14 -0.55 0.31
H 0.25 -0.30 -3.28 0.28
O -0.15 3.75 0.79 -0.77
H 1.27 -2.37 1.08 -0.07
O 1.53 -2.56 -1.42 0.14
H -0.59 -1.75 -0.01 -0.43
H -1.54 -4.55 -3.00 0.34
H -1.08 -1.87 -2.11 0.45
H 2.19 -1.17 -4.31 0.29
H -2.55 -3.81 0.30 0.39
H 2.88 -4.12 2.84 0.25
H -3.25 3.11 2.72 0.31
H 3.16 2.72 1.82 0.18
O -3.09 -3.69 -0.50 -0.69
H 0.87 -1.32 4.70 0.19
O -0.49 6.33 -1.61 -0.63
H 0.97 -4.44 -3.38 0.31
H -1.35 -2.33 2.03 0.16
H -1.42 2.90 1.34 0.36
O -4.85 0.03 2.48 -0.65
H 4.10 0.41 -3.53 0.27
O -1.35 0.27 2.54 -0.52
O -3.80 2.85 3.47 -0.63
H 1.47 3.00 -3.83 0.21
H -1.26 -4.29 -4.40 0.36
H 0.24 -2.28 -2.80 0.08
H 0.86 0.13 1.29 0.23
O 2.54 4.82 -0.43 -0.55
O 1.65 1.76 -1.21 0.75
H -0.89 2.99 -0.94 0.13
H 2.51 2.15 -4.47 0.22
O -3.23 4.33 -2.44 -0.57
O -2.22 -2.58 1.74 -0.56
H -4.05 4.15 -2.93 0.31
H -1.28 6.04 -2.06 0.31
H -4.43 0.89 2.61 0.40
O -1.35 -1.35 -0.46 0.81
H 3.40 5.06 -0.77 0.26
H 2.03 -2.80 -2.22 -0.19
O 0.48 1.87 3.78 -0.66
O -2.17 2.27 1.33 -0.14
H 0.98 -3.04 2.27 -0.24
H 2.16 1.23 -1.84 -0.39
H -4.55 -0.20 1.60 0.21
H -1.86 0.62 1.76 0.02
H -0.16 1.85 -1.73 -0.14
H 0.03 1.14 3.32 0.35
O 2.94 -0.87 -4.85 -0.64
H 1.20 -4.71 -0.62 0.26
O -2.98 -0.05 -2.05 -0.97
H 4.05 2.41 3.49 0.34
H -0.21 3.74 -2.80 0.23
H 2.55 -0.54 -5.67 0.30
O 1.57 -0.24 1.85 -0.25
O 4.37 -0.67 0.01 -0.69
H -2.68 -0.69 -1.38 0.60
H 0.23 4.19 0.02 0.24
H 0.35 6.30 -2.06 0.29
H 2.18 -4.13 4.28 0.27
H -1.83 -3.37 4.39 0.25
H 0.60 3.25 1.18 0.37
H 3.74 -0.29 5.50 0.25
H -4.59 3.40 3.38 0.29
H -2.15 0.44 -2.19 0.14
H 4.34 -2.97 -2.34 0.29
O 4.35 -3.67 -1.68 -0.61
H -3.06 -2.89 -1.00 0.27
H 3.66 -0.96 -0.56 0.25
O -1.14 -5.01 -3.76 -0.71
H -1.03 3.16 -6.15 0.30
O 1.56 2.23 -4.40 -0.53
H -2.71 -3.35 2.02 0.22
H 0.93 -0.50 2.53 -0.06
O 4.19 0.28 4.87 -0.56
H -3.63 1.12 -0.86 0.31
O 1.59 -5.35 0.00 -0.57
H 2.06 -4.45 -4.57 0.25
H 2.15 2.56 -1.10 0.11
H 4.29 0.30 -2.05 0.23
H -3.01 -1.34 5.04 0.32
O 3.84 0.85 -2.71 -0.60
H -4.34 -0.61 4.83 0.33
H -1.16 4.13 -4.00 0.30
H 1.16 2.30 3.28 0.26
H -1.72 0.89 3.19 0.34
H 2.11 1.62 1.17 0.05
```

***

Entry 2:
Below is a cluster of 40 separate species, H80O40 in total, with properties calculated with ωB97M-V/def2-TZVPD.

HOMO	-0.3664	Eh
gap between HOMO and LUMO	9.160	eV
molar mass	720.60	g mol⁻¹
calculated total energy	-3057.04290	Eh
E_LUMO	-0.81	eV

Geometry as XYZ:
```
120
Properties=species:S:1:pos:R:3:mulliken_charge:R:1
O 0.27 -1.23 -3.57 -0.14
O 3.85 -2.11 1.20 -0.33
H 2.29 -0.42 -0.24 0.08
H 6.15 -1.78 -2.08 0.19
H 1.31 0.85 4.73 0.38
H -4.76 -3.35 -0.94 0.27
H -0.18 -2.85 -0.61 -0.20
H 1.62 0.86 -6.32 0.26
H -2.26 -3.93 4.21 0.32
H 3.11 3.71 4.12 0.30
H -3.63 -0.88 5.22 0.29
H -0.92 0.45 -1.11 0.31
H 4.52 0.76 0.85 0.18
H 1.57 0.03 -1.67 -0.19
O -1.77 -0.93 -1.68 -0.48
O 2.34 -0.43 -1.25 0.77
O 3.21 -3.03 -1.23 -0.77
O 2.03 2.36 -2.11 -0.63
O 3.25 4.74 -1.66 -0.62
H 1.35 1.97 -0.07 0.07
H -4.41 3.51 3.15 0.33
H -5.90 -0.68 -2.88 0.29
H 0.25 2.95 -4.37 0.31
H -3.04 1.35 2.03 0.08
H 1.47 3.21 4.12 0.30
H -0.07 1.54 5.35 0.35
H 5.46 1.68 -2.04 0.21
H 4.59 -1.34 -2.28 0.29
H 5.02 -0.80 3.97 0.28
O -0.73 -2.83 3.53 -0.76
O -2.02 1.38 1.93 -0.41
O 4.69 0.07 4.08 -0.62
H -0.86 -4.15 -4.95 0.22
H 1.10 2.07 1.41 0.02
O -4.22 -4.13 -0.93 -0.58
O -4.26 0.95 -3.13 -0.57
H -1.12 1.12 4.14 0.13
H -2.25 2.39 3.44 0.31
H -1.65 -4.53 -0.34 0.23
H -2.22 3.56 3.99 0.29
O -5.63 2.02 0.37 -0.49
H 1.93 3.00 -1.32 0.23
O 2.72 -2.29 3.18 -0.57
H 2.97 5.34 -0.94 0.33
O 5.37 -1.72 -2.32 -0.52
O 1.42 -0.03 5.04 -0.64
O -2.50 -1.16 -5.97 -0.62
H -4.72 0.72 2.73 0.21
H -1.39 -2.19 3.25 0.38
O -0.32 0.97 -0.44 -0.20
H -2.70 -0.78 -2.25 0.28
H 0.67 -0.86 -4.50 -0.02
H 2.58 5.24 0.61 0.18
H -2.11 2.01 1.22 0.26
H 2.09 -2.72 3.45 0.16
H 5.35 2.58 0.00 0.28
O 1.81 -3.88 -4.00 -0.60
O 2.38 5.30 1.44 -0.61
H 4.47 -1.79 1.77 0.19
H -1.20 4.34 -1.46 0.31
H 4.54 0.48 -1.99 0.15
H -6.31 2.19 1.11 0.29
H 2.46 -2.47 2.23 0.44
O -0.79 2.79 -4.36 -0.61
H -4.13 0.63 -4.05 0.30
H -5.17 -0.28 -1.63 0.27
O 1.30 2.59 0.72 -0.22
H -0.69 -5.44 -1.09 0.28
H -2.72 -2.15 -6.02 0.33
H 1.05 -4.75 0.81 0.22
H -1.65 -1.14 -5.59 0.35
H -3.85 1.91 -3.10 0.29
H -1.16 2.29 -5.01 0.23
O -5.18 2.94 3.22 -0.52
O -0.85 -5.03 -0.21 -0.59
H -6.12 2.22 -0.38 0.25
H -2.10 -4.84 2.93 0.31
H -1.75 -1.20 -0.02 0.23
H 0.58 -1.61 0.18 -0.16
H -0.71 -3.06 -5.88 0.32
O 4.48 2.82 -0.47 -0.39
O -5.82 0.56 2.52 -0.63
H 2.38 -3.03 -1.53 0.23
O -5.40 -1.05 -2.18 -0.59
H 3.80 -0.01 4.33 0.34
H -0.97 4.34 -2.95 0.37
H -1.32 -1.45 -2.32 -0.11
H -1.83 -0.39 1.23 0.22
H 2.43 4.36 -2.18 0.34
O -1.59 -1.14 0.81 -0.15
H -4.40 0.33 4.64 0.28
H 2.45 -4.73 -3.96 0.30
O 2.37 3.31 4.59 -0.62
H -4.83 -4.72 -0.37 0.32
H 1.08 -0.64 4.35 0.30
O -1.30 4.91 -2.17 -0.65
H 1.53 4.82 1.45 0.31
H -0.43 0.22 0.21 0.03
H 3.64 0.45 2.12 0.13
H 2.74 1.87 -2.26 0.30
H 0.18 -2.29 -3.59 0.16
H -0.15 -2.76 2.83 0.26
H 4.28 -2.74 0.68 0.17
O 1.44 -3.92 1.22 -0.75
O -0.40 1.77 4.36 -0.50
H -5.78 -0.45 2.68 0.32
H -5.75 2.87 2.42 0.25
O 0.61 -2.31 -0.48 0.82
O -2.81 2.90 4.03 -0.63
O 0.94 1.06 -5.66 -0.59
H 2.42 -3.19 -4.44 0.31
H 2.08 -3.46 0.49 0.32
H 4.23 3.65 -0.08 0.13
O 3.54 0.81 1.16 -0.21
O -2.63 -4.69 3.62 -0.61
O 4.85 1.23 -2.55 -0.63
O -3.67 0.04 5.07 -0.57
H 1.05 0.60 -4.84 0.38
H 3.27 -2.03 -1.33 0.23
O -0.83 -3.19 -4.92 -0.61
```

***

Entry 3:
Below is a cluster of 40 separate species, H80O40 in total, with properties calculated with ωB97M-V/def2-TZVPD.

HOMO	-0.3951	Eh
gap between HOMO and LUMO	9.755	eV
molar mass	720.60	g mol⁻¹
calculated total energy	-3057.49497	Eh
E_LUMO	-1.00	eV

Geometry as XYZ:
```
120
Properties=species:S:1:pos:R:3:mulliken_charge:R:1
H -2.77 1.91 -2.30 0.29
H 0.82 -2.29 -5.77 0.31
O -0.50 4.51 -1.58 -0.49
H 4.26 -4.56 0.27 0.27
O -0.04 6.13 0.49 -0.60
H 0.13 -3.06 -4.72 0.34
H -2.31 4.03 1.59 0.39
O -2.56 -4.04 3.73 -0.62
H -3.79 -2.51 1.43 0.28
H 1.36 -5.34 0.71 0.30
O 4.14 0.76 5.35 -0.61
O 0.64 -3.41 4.91 -0.78
H -2.98 4.95 -1.38 0.30
H 1.16 0.56 5.80 0.38
H -0.83 0.77 3.60 0.06
H -1.28 0.46 1.85 0.40
O -3.90 -3.48 1.41 -0.71
H -3.13 5.25 1.55 0.25
H 2.46 -1.54 -4.18 0.35
O -5.94 3.20 -0.55 -0.68
O 0.39 1.78 -2.38 -0.13
H -5.82 2.51 -1.22 0.35
H 1.89 -4.57 -0.26 0.22
H 3.32 1.94 -5.27 0.26
H 2.93 -0.10 1.69 0.07
H -3.78 -3.66 -2.38 0.34
O 2.96 1.07 -5.14 -0.54
O 2.04 -2.06 2.76 -0.33
H 0.09 0.03 -4.17 0.28
O -3.76 -4.35 -3.04 -0.66
H -0.34 5.26 -0.96 0.45
H -4.11 4.17 -2.05 0.33
H 0.05 -3.11 0.02 0.18
H -0.17 -3.92 5.02 0.26
H 2.86 -2.07 2.25 0.08
H -1.72 -1.27 -5.28 0.32
H 3.46 0.97 5.98 0.28
O 0.26 -0.77 -3.65 -0.24
O -2.11 -1.79 -4.57 -0.56
O 5.91 -1.72 1.51 -0.57
O -0.23 -2.35 0.57 -0.27
H 3.55 0.32 -5.01 0.33
H 1.24 -5.07 -3.40 0.29
H -0.34 4.44 -5.00 0.31
H -0.80 -2.50 5.49 0.39
H 2.90 2.75 1.38 0.22
H -2.40 1.41 -0.57 -0.03
H 4.57 -3.53 -0.77 0.25
H -2.08 -2.61 4.72 0.44
O -0.51 -0.09 1.66 -0.78
H 1.57 1.88 3.52 0.28
O 0.67 -5.59 -3.97 -0.59
H -4.29 1.54 2.45 0.29
H -2.94 -3.91 2.82 0.37
H 4.02 1.34 4.60 0.31
H 0.46 2.47 -1.72 -0.10
H 0.87 -0.32 -3.05 0.00
O 2.14 2.84 1.96 -0.63
O -1.63 -2.00 5.33 -0.70
H 5.68 0.69 -2.45 0.32
H 0.61 2.06 -3.27 0.27
O -3.43 -1.73 -1.71 -0.59
H 0.67 6.58 0.93 0.26
H -3.19 -4.68 4.06 0.25
O -0.78 3.63 -4.71 -0.63
O -3.32 1.67 -0.40 -0.33
H -3.54 -4.02 -3.91 0.30
H -1.88 -0.10 4.50 0.35
O -3.14 2.04 -3.19 -0.55
H -3.63 0.91 3.64 0.30
H -0.49 -0.78 2.33 0.19
H 3.42 -0.59 -0.53 0.32
O -4.15 0.67 2.85 -0.57
O 1.88 2.00 4.43 -0.45
H -2.02 3.89 4.22 0.27
O 3.34 -1.66 -4.55 -0.65
O 1.77 4.21 -3.24 -0.56
H 1.65 2.94 4.49 0.25
O 1.74 -4.45 0.70 -0.50
H 1.52 2.82 1.22 0.29
O -1.69 0.70 4.02 -0.51
O -2.43 3.66 3.39 -0.64
H -0.73 0.38 -0.88 -0.14
H -0.76 5.95 1.11 0.30
O 0.89 -3.12 -5.29 -0.58
H 4.62 -1.31 0.16 0.27
H -3.78 0.87 -0.66 0.29
O -2.54 4.75 0.97 -0.48
H 3.60 1.10 1.09 0.27
O -3.58 4.97 -2.12 -0.62
H -2.73 -1.51 -1.08 0.28
O -1.40 -0.29 -0.72 0.26
H 0.28 -2.43 1.38 0.00
H -0.22 -5.27 -3.84 0.26
H -1.24 -0.58 0.22 0.54
H -4.76 -3.38 1.86 0.35
H 5.00 1.38 -1.31 0.32
O 1.16 -0.37 6.00 -0.59
O 2.79 0.59 1.04 -0.37
H -2.09 2.77 3.29 0.28
H -1.35 4.28 -1.18 -0.07
H -2.48 1.71 -3.79 0.24
H 2.25 -2.28 3.67 0.25
H 0.88 -0.68 5.13 0.19
O 4.26 -0.99 -0.68 -0.45
H 6.62 -1.27 1.96 0.25
H 2.48 4.08 -2.62 0.27
H -0.89 3.76 -3.76 0.31
H 1.01 4.53 -2.73 0.33
H 5.95 -2.68 1.57 0.25
O -0.46 -3.51 -1.74 -0.49
O 4.60 -3.66 0.19 -0.53
H 0.68 -3.07 4.01 0.45
H -0.91 -4.26 -2.13 0.23
H -1.72 -1.30 -3.81 0.12
H -3.40 -1.06 -2.39 0.24
H -5.04 3.03 -0.16 0.31
H 3.69 -2.12 -3.77 0.29
H -0.91 -2.68 -1.88 0.22
O 5.57 1.57 -2.06 -0.62
```

***

Entry 4:
Below is a structure of composition H8KO4, with properties calculated with ωB97M-V/def2-TZVPD.

HOMO	-0.5635	Eh
gap between HOMO and LUMO	11.823	eV
charge	+1
molar mass	111.16	g mol⁻¹
calculated total energy	-905.52978	Eh
E_LUMO	-3.51	eV

Geometry as XYZ:
```
13
Properties=species:S:1:pos:R:3:mulliken_charge:R:1
H 1.13 -2.43 -0.80 0.31
H -0.81 3.18 0.68 0.29
H -0.82 1.69 0.70 0.36
H 0.23 -0.88 1.79 0.28
O 1.80 -1.76 -0.54 -0.57
K 1.30 0.84 -0.95 0.90
H 2.45 -2.20 0.02 0.30
O -1.37 -0.19 -1.51 -0.53
O -0.64 2.46 0.13 -0.59
H -2.26 -0.23 -1.81 0.27
H 0.12 0.56 2.20 0.33
H -1.09 -1.06 -1.31 0.28
O -0.02 0.01 1.43 -0.62
```

***

Entry 5:
Below is a structure of composition H8MgO16S3, with properties calculated with ωB97M-V/def2-TZVPD.

HOMO	0.1480	Eh
gap between HOMO and LUMO	5.153	eV
charge	-4
molar mass	384.55	g mol⁻¹
calculated total energy	-2603.27621	Eh
E_LUMO	9.18	eV

Geometry as XYZ:
```
28
Properties=species:S:1:pos:R:3:mulliken_charge:R:1
O 0.70 -0.39 1.90 -0.41
O -2.42 3.07 0.41 -0.84
O -2.88 2.15 2.59 -0.84
O 2.45 1.50 -2.14 -0.83
O 1.71 -2.97 0.19 -0.75
O -2.60 -2.86 0.58 -0.83
H -1.41 1.11 -2.03 0.26
H -0.13 -0.42 2.41 0.24
O -2.53 -2.32 -1.78 -0.82
O -0.90 -1.36 -0.27 -0.24
Mg -0.03 0.22 0.13 0.77
S 2.87 0.35 -1.30 1.20
H 1.91 2.15 0.89 0.21
O 3.60 -0.63 -2.11 -0.78
O -1.50 0.95 1.01 -0.51
O -0.54 1.16 -1.62 -0.38
O -0.79 -3.68 -0.77 -0.89
H 1.32 -0.97 2.35 0.25
S -2.70 1.82 1.15 1.13
O 1.62 -0.24 -0.72 -0.41
H 1.96 -2.07 -0.12 0.37
S -1.72 -2.57 -0.58 1.32
O 3.73 0.80 -0.20 -0.85
O -3.89 1.16 0.61 -0.75
H 0.65 2.92 0.42 0.22
H 0.73 -2.96 0.19 0.34
O 0.98 2.04 0.66 -0.37
H -0.19 2.03 -1.85 0.20
```

***

Entry 6:
Below is a cluster of 2 separate species, H8N3OPSi in total, with properties calculated with ωB97M-V/def2-TZVPD.

HOMO (spin up / spin down)	-0.2850 / -0.3808	Eh
gap between HOMO and LUMO (spin up / spin down)	6.070 / 9.621	eV
molar mass	125.14	g mol⁻¹
calculated total energy	-875.09717	Eh
E_LUMO (spin up / spin down)	-1.68 / -0.74	eV

Geometry as XYZ:
```
14
Properties=species:S:1:pos:R:3:mulliken_charge:R:1
H 1.55 0.45 2.13 0.23
H 2.36 1.00 -2.30 0.25
H -1.62 0.99 0.93 -0.17
H -1.31 0.42 3.25 -0.16
O 1.62 -1.69 -1.79 -0.53
N 0.77 0.91 1.67 -0.43
Si -0.77 0.26 1.89 0.45
H -1.15 -1.42 -1.25 0.29
H -1.22 0.24 -1.09 0.27
N 1.36 0.92 -2.16 -0.47
N -0.76 -0.54 -1.55 -0.47
P 0.90 -0.49 -1.39 0.56
H 0.96 1.77 -1.78 0.28
H -0.93 -1.19 1.56 -0.12
```